C3H8N2O | ωB97M-V/def2-TZVPD

Properties
SMILES string = CCO/N=N/C
ΔE to the lowest compared entry with this formula, charge and spin = 3.385 eV
HOMO energy = -9.62 eV
strongest force on any atom = 2.7 eV/Å

ORCA input file:
```
! wB97M-V def2-TZVPD RIJCOSX def2/J DEFGRID3
* xyz 0 1
C 2.0364 -0.2299 0.4892
C 1.6029 0.2681 -0.8810
O 0.3059 0.8466 -0.9029
N -0.6136 0.0944 -0.2105
N -1.7544 0.5867 -0.2878
C -2.7658 -0.1364 0.4170
H 2.0160 0.5922 1.2085
H 3.0445 -0.6327 0.4243
H 1.3599 -1.0101 0.8291
H 2.2478 1.0845 -1.2224
H 1.6465 -0.5517 -1.6122
H -3.3192 0.5855 1.0339
H -3.4504 -0.5480 -0.3259
H -2.3565 -0.9493 1.0408
*
```